14
Properties=species:S:1:pos:R:3:forces:R:3 method="wB97M-V/def2-TZVPD" e_above_lowest_kj_mol=284.8 homo_energy_ev="-11.85 / -11.85" charge=+1 energy_ev=-6783.3576 lumo_ev="-6.580 / -10.364" spin_multiplicity=2 gap_ha="0.19379 / 0.05472"
C 3.120278 -0.535526 0.870205 -0.01 1.74 0.61
N 2.950184 0.415229 -0.249543 -0.31 -0.78 -0.44
H 4.125552 -0.935508 0.744757 -0.44 -0.77 0.11
H 2.264089 -1.191947 1.007691 0.38 -0.84 -0.26
H 3.157139 0.021028 1.819006 0.12 0.08 -0.27
H 2.020463 0.824528 -0.255162 0.09 0.10 0.25
H 2.953396 -0.175891 -1.084866 0.18 0.47 0.01
O -4.042069 1.372524 0.425319 -0.08 0.32 0.17
C -3.355198 0.409119 0.287411 -0.23 -0.39 -0.37
C -2.642258 0.084137 -0.997862 0.90 0.32 0.41
H -3.303753 -0.302066 1.138621 0.06 0.01 0.15
H -1.584009 0.048402 -0.700014 -0.04 -0.18 0.07
H -2.730864 0.892372 -1.714607 -0.45 -0.21 -0.24
H -2.932950 -0.926399 -1.290954 -0.17 0.13 -0.19

38
Properties=species:S:1:pos:R:3:forces:R:3 method="wB97M-V/def2-TZVPD" e_above_lowest_kj_mol=23.6 smiles=BrCc1c(Br)c(COc2c(Br)cc(Br)cc2Br)c(CBr)c(CBr)c1CBr homo_energy_ev=-9.21 energy_ev=-580210.8048 lumo_ev=-0.319 spin_multiplicity=1 gap_ha=0.32685
Br 4.630456 -0.476830 4.944462 -0.50 0.25 -0.62
Br 2.752738 1.436905 -0.165841 -0.18 -0.23 0.85
Br -0.435855 2.050780 4.707470 0.84 -0.38 -0.92
Br -0.993163 3.382714 -0.985565 -0.03 -1.53 -0.32
Br -2.713101 2.288926 -4.317338 1.16 -0.40 0.22
Br -3.125188 -1.642614 -4.205992 0.79 -0.07 -0.03
Br 0.550960 -3.820669 -2.074794 -0.36 0.27 0.08
Br -2.388949 -2.044134 1.826855 0.50 -0.31 0.10
O 0.304794 2.092395 1.536375 -1.05 0.16 0.18
C 3.425372 0.505888 2.492458 0.27 0.15 -0.63
C 2.067332 0.711201 4.457041 1.00 0.30 -1.20
C 3.261456 0.297299 3.836645 -1.10 0.24 0.85
C 2.444954 1.113581 1.699302 -0.28 -0.05 1.00
C 1.106825 1.375422 3.718324 -0.40 -0.18 -0.18
C -0.952465 1.419175 -1.187895 0.13 -0.48 0.19
C 1.244050 1.526588 2.314887 0.42 -0.29 -0.05
C -0.973322 0.823772 -2.465910 0.11 0.68 0.02
C -1.026154 -0.576768 -2.561703 -0.30 -1.08 0.04
C -0.996462 -1.391836 -1.395235 1.10 0.13 0.94
C -0.780658 -0.793852 -0.113020 -0.49 0.39 -0.99
C -0.861449 0.614433 -0.028673 -0.14 0.80 0.28
C -0.890437 1.683378 -3.706581 -0.37 1.03 1.19
C -1.181720 -1.307682 -3.913263 0.17 0.64 0.65
C -1.097997 -2.917592 -1.455533 -0.54 0.49 -0.17
C -0.593464 -1.655019 1.135569 0.88 0.64 -0.60
C -0.910778 1.321240 1.328856 -0.52 0.23 -0.33
H 4.351143 0.211921 2.061059 0.57 -0.17 -0.50
H 1.976747 0.611570 5.496319 -0.29 -0.16 1.24
H -0.285277 2.588175 -3.527102 -0.74 -0.21 0.20
H -0.354262 1.209423 -4.481103 -0.08 -0.79 -1.14
H -0.819502 -0.752164 -4.790540 -0.37 -0.09 0.51
H -0.621642 -2.249097 -3.878540 -0.59 0.12 -0.11
H -1.313512 -3.412397 -0.500447 0.10 0.53 -0.31
H -1.934244 -3.159163 -2.121501 0.50 -0.28 -0.10
H -0.019900 -1.137613 1.932337 -0.61 -0.19 -0.51
H 0.033039 -2.537617 0.878014 -1.00 0.22 0.31
H -1.799207 2.011056 1.386832 1.11 -0.44 -0.26
H -1.081157 0.599205 2.123770 0.29 0.05 0.14

29
Properties=species:S:1:pos:R:3:forces:R:3 method="wB97M-V/def2-TZVPD" e_above_lowest_kj_mol=91.2 homo_energy_ev=-13.81 charge=+1 energy_ev=-21836.9835 lumo_ev=-3.766 spin_multiplicity=1 gap_ha=0.36914
Be -0.034188 0.970983 0.820076 0.61 -0.01 -1.17
F 0.047997 0.013016 -0.336947 -0.46 0.31 1.41
O -2.399041 -0.368059 1.021274 0.92 2.17 -1.34
H -1.815977 -1.067631 0.763301 0.63 -1.03 -1.10
H -2.817807 -0.787698 1.715789 -2.06 -1.03 2.39
O -0.184706 0.436528 2.393699 -0.27 -0.50 -0.42
H -0.517536 -0.450662 2.589987 0.00 -0.29 -0.82
H -0.114406 0.797368 3.261040 0.47 1.22 0.89
O 0.282043 1.088657 -3.513517 0.74 1.54 0.12
H -0.311874 1.739927 -3.125148 0.07 0.16 -0.33
H -0.147839 0.284056 -3.280012 -0.79 -1.55 -0.02
O -1.022327 2.327922 0.417990 1.30 -1.96 2.80
H -1.701650 2.546492 1.037393 -1.00 0.17 0.62
H -1.164771 2.807119 -0.345935 -0.28 1.36 -2.80
O -1.431328 -0.835260 -2.409809 0.60 -0.89 0.27
H -1.241645 -1.801429 -2.359946 -0.36 1.03 -0.11
H -0.947725 -0.466011 -1.645749 -0.53 -0.37 -0.22
O 1.629370 -1.723781 1.821650 -0.60 -0.28 -0.97
H 1.841776 -1.873083 0.886827 -0.09 -0.09 0.15
H 2.446224 -1.352997 2.118118 0.90 0.35 0.73
O 1.590520 1.748794 0.778408 -0.61 1.65 0.86
H 1.821315 2.695810 0.860206 -0.72 -0.41 0.22
H 2.376437 1.421355 0.369488 0.76 -1.47 -1.03
O -1.020660 -2.590453 0.385372 -0.96 -1.34 0.30
H -0.910007 -3.516409 0.659136 -0.56 0.22 -0.03
H -0.129519 -2.332261 0.302504 1.70 0.88 -0.31
O 2.300546 -0.056041 -1.603937 0.03 -1.94 2.39
H 1.377976 -0.260931 -1.347286 0.84 0.24 -0.27
H 2.198800 0.604682 -2.233972 -0.29 1.84 -2.20

30
Properties=species:S:1:pos:R:3:forces:R:3 method="wB97M-V/def2-TZVPD" e_above_lowest_kj_mol=137.9 homo_energy_ev=-12.81 charge=+1 energy_ev=-19961.9507 lumo_ev=-2.880 spin_multiplicity=1 gap_ha=0.36474
C -2.574034 -0.000632 1.296686 -0.03 -2.51 3.52
C -2.065465 1.534122 -0.526387 -2.99 -1.55 2.38
C -0.581957 1.326753 -0.525487 1.17 1.29 -1.76
C -1.582659 -1.296240 -0.357861 0.67 -0.61 -0.43
C 1.594892 1.333423 0.883399 -0.95 -1.16 -4.25
N -2.516325 1.140352 0.861653 0.42 2.60 -1.28
N -2.225569 -1.230152 0.790349 -0.99 -2.04 -0.14
N -0.123050 1.047508 -1.735778 3.01 -0.68 1.06
N -1.475299 -2.474329 -0.911612 0.07 -2.72 -0.76
N 3.692404 -1.401989 0.305869 -0.72 0.31 -0.68
N 2.231438 1.036417 -0.409217 0.58 -0.69 0.21
N 0.195017 1.692529 0.514780 -1.80 -0.36 1.67
O -2.745997 0.819450 -1.533521 0.21 0.82 -0.31
O 1.694504 0.269486 1.734921 -1.31 -0.87 0.79
H -2.776127 -0.282267 2.361591 -0.63 1.49 -0.40
H -2.481308 2.560692 -0.567022 1.12 -0.33 -0.55
H 1.954207 2.251052 1.232814 1.03 0.90 1.34
H -2.616973 -2.075197 1.302318 0.57 1.27 -0.76
H -0.743973 0.603152 -2.405648 0.02 0.44 0.28
H 0.965240 0.900396 -1.728182 -2.27 0.56 -0.26
H -1.919990 -3.429106 -0.673004 0.77 2.09 0.09
H -0.866565 -2.542191 -1.723211 -0.44 0.00 0.20
H 4.543350 -1.756603 -0.058956 1.02 0.22 0.12
H 3.716291 -0.729310 1.077626 0.05 -1.25 -0.28
H 3.146213 1.476022 -0.417744 0.00 -0.17 -0.27
H 2.411321 -0.002474 -0.490537 0.24 1.33 0.36
H -0.309758 2.022188 1.370161 0.08 -0.49 -1.31
H 3.051648 -2.180834 0.290003 -0.21 0.28 0.90
H -2.675481 -0.147163 -1.395673 0.37 0.66 0.13
H 1.084000 -0.465052 1.437681 0.95 1.18 0.39